# 1
DFT (ωB97M-V/def2-TZVPD) results for a structure of composition C47H35AsF10N3RhSTe.

Geometry as ORCA input:
```
! wB97M-V def2-TZVPD RIJCOSX def2/J DEFGRID3
* xyz 0 1
Rh -0.102 0.774 1.042
C -2.649 2.182 1.945
N -1.213 2.211 2.249
C -0.543 3.476 1.918
C -0.696 3.833 0.486
N -0.282 2.706 -0.350
C -0.283 2.927 -1.706
C 0.113 1.946 -2.637
F 0.441 0.701 -2.195
C 0.214 2.112 -4.001
F 0.644 1.090 -4.750
C -0.131 3.303 -4.592
F -0.044 3.484 -5.915
C -0.585 4.294 -3.756
F -0.973 5.462 -4.278
C -0.661 4.118 -2.385
F -1.149 5.192 -1.722
C -0.981 1.914 3.660
C -1.161 0.455 3.971
N -0.904 -0.382 2.790
C -0.631 -1.726 3.004
C -0.854 -2.638 1.963
F -1.268 -2.168 0.767
C -0.751 -4.007 2.082
F -1.094 -4.799 1.055
C -0.328 -4.566 3.269
F -0.205 -5.897 3.401
C -0.036 -3.722 4.314
F 0.403 -4.235 5.470
C -0.196 -2.349 4.193
F 0.118 -1.649 5.304
H -3.171 2.994 2.465
H -3.058 1.226 2.263
H -2.815 2.285 0.876
H 0.515 3.339 2.145
H -0.932 4.287 2.550
H -0.092 4.726 0.312
H -1.736 4.119 0.298
H -1.642 2.522 4.290
H 0.044 2.188 3.882
H -2.189 0.243 4.298
H -0.512 0.250 4.814
S 1.593 0.500 2.905
C 3.253 0.825 2.429
C 4.236 1.111 3.378
C 5.530 1.394 2.963
C 5.861 1.389 1.611
C 4.889 1.077 0.673
C 3.602 0.778 1.098
As 2.134 0.335 -0.040
C 2.917 0.840 -1.734
C 3.540 -0.080 -2.566
C 4.101 0.348 -3.764
C 4.035 1.684 -4.131
C 3.425 2.607 -3.290
C 2.868 2.186 -2.091
C 2.188 -1.607 -0.121
C 1.546 -2.239 -1.183
C 1.486 -3.622 -1.242
C 2.066 -4.384 -0.233
C 2.694 -3.755 0.834
C 2.757 -2.367 0.893
H 3.976 1.120 4.430
H 6.284 1.640 3.701
H 6.870 1.618 1.294
H 5.140 1.045 -0.379
H 3.593 -1.122 -2.286
H 4.588 -0.369 -4.412
H 4.456 2.008 -5.075
H 3.374 3.652 -3.571
H 2.390 2.902 -1.432
H 1.088 -1.652 -1.971
H 0.979 -4.103 -2.070
H 2.016 -5.465 -0.275
H 3.134 -4.344 1.630
H 3.261 -1.884 1.721
Te -2.061 0.211 -0.955
C -4.042 0.013 -0.273
C -5.019 0.694 -0.993
C -6.357 0.568 -0.634
C -6.716 -0.236 0.440
C -5.738 -0.900 1.170
C -4.401 -0.771 0.820
C -1.982 -1.640 -1.982
C -2.549 -2.805 -1.478
C -2.467 -3.985 -2.205
C -1.824 -4.006 -3.437
C -1.281 -2.837 -3.951
C -1.359 -1.653 -3.226
H -4.738 1.311 -1.838
H -7.114 1.101 -1.195
H -7.760 -0.347 0.708
H -6.015 -1.515 2.017
H -3.637 -1.277 1.401
H -3.049 -2.804 -0.521
H -2.904 -4.892 -1.803
H -1.746 -4.933 -3.992
H -0.802 -2.837 -4.922
H -0.933 -0.747 -3.639
*
```

For the highest occupied orbital energy (alpha / beta), the calculation gives -7.340 / -7.341 eV.

# 2
DFT (ωB97M-V/def2-TZVPD) results for a structure of composition C42H52BaN5O6P.

Geometry as ORCA input:
```
! wB97M-V def2-TZVPD RIJCOSX def2/J DEFGRID3
* xyz -2 1
Ba -0.591 -1.592 0.284
O -1.252 -3.357 1.647
C -1.135 -4.590 1.336
C -2.263 -5.464 1.343
C -2.180 -6.792 0.988
C -0.952 -7.360 0.641
C 0.169 -6.548 0.637
C 0.115 -5.188 0.946
C 1.312 -4.393 0.772
N 1.310 -3.114 0.718
N 2.516 -2.534 0.403
C 2.429 -1.227 0.245
O 1.431 -0.480 0.489
C 3.677 -0.600 -0.310
C 3.618 0.710 -0.779
C 4.745 1.328 -1.301
C 5.951 0.645 -1.353
C 6.016 -0.669 -0.903
C 4.886 -1.289 -0.393
H -3.217 -5.018 1.608
H -3.079 -7.401 0.977
H -0.881 -8.402 0.353
H 1.129 -6.969 0.347
H 2.254 -4.933 0.612
H 2.666 1.226 -0.733
H 4.686 2.344 -1.676
H 6.839 1.132 -1.741
H 6.953 -1.212 -0.963
H 4.910 -2.316 -0.057
C 0.128 7.194 -0.227
O 1.065 6.152 -0.306
C 1.255 5.586 -1.547
C 1.990 4.404 -1.573
C 2.228 3.756 -2.765
C 1.760 4.281 -3.984
C 1.045 5.479 -3.937
C 0.780 6.121 -2.733
N 2.122 3.754 -5.223
N 2.303 2.518 -5.445
C 1.850 1.468 -4.698
C 2.645 0.304 -4.824
C 2.447 -0.831 -4.093
C 1.357 -0.958 -3.175
O 1.101 -2.018 -2.578
C 0.502 0.238 -3.028
N -0.495 0.137 -2.138
C -1.395 1.093 -2.059
C -1.405 2.175 -2.946
C -0.365 2.316 -3.833
C 0.692 1.385 -3.836
H 0.036 7.442 0.829
H -0.850 6.887 -0.613
H 0.456 8.086 -0.775
H 2.346 3.995 -0.635
H 2.777 2.822 -2.773
H 0.678 5.897 -4.866
H 0.199 7.035 -2.741
H 3.490 0.379 -5.499
H 3.114 -1.680 -4.187
H -2.146 0.965 -1.289
H -2.219 2.889 -2.930
H -0.375 3.124 -4.548
C -2.413 -4.397 -3.074
C -2.311 -3.367 -1.954
O -1.024 -3.347 -1.376
H -3.443 -4.483 -3.429
H -2.084 -5.368 -2.701
H -1.776 -4.108 -3.914
H -3.005 -3.624 -1.150
H -2.589 -2.372 -2.320
H -0.390 -2.951 -2.009
C -3.850 -0.624 -0.400
O -2.556 -0.776 0.006
H -3.954 -0.463 -1.498
H -4.378 0.249 0.061
H -4.492 -1.502 -0.173
C -1.150 2.367 1.469
C -0.494 1.761 2.714
C -0.581 2.702 3.916
P -1.076 -0.016 2.815
C -2.926 0.051 3.037
C -3.600 1.123 3.896
C -3.405 -1.359 3.393
C -0.386 -0.687 4.420
C 1.140 -0.579 4.347
C -0.914 -0.197 5.768
H -0.658 3.301 1.184
H -2.211 2.572 1.634
H -1.070 1.670 0.634
H 0.568 1.626 2.477
H -1.586 2.766 4.329
H -0.282 3.710 3.605
H 0.095 2.393 4.714
H -3.229 0.218 2.000
H -3.262 1.115 4.934
H -4.681 0.949 3.894
H -3.433 2.119 3.487
H -3.158 -1.627 4.425
H -2.936 -2.089 2.728
H -4.490 -1.434 3.276
H -0.638 -1.749 4.326
H 1.472 0.448 4.518
H 1.497 -0.895 3.363
H 1.608 -1.216 5.103
H -0.661 0.848 5.947
H -0.468 -0.793 6.573
H -1.995 -0.304 5.841
*
```

The calculation puts the energy above the lowest of the compared OMol25 structures with the same formula, charge and spin at 71.33 kcal per mole. For the highest occupied orbital energy, the calculation gives -1.734 eV.

# 3
DFT (ωB97M-V/def2-TZVPD) results for a cluster of 2 separate species, C2H6N4 in total.

Geometry as ORCA input:
```
! wB97M-V def2-TZVPD RIJCOSX def2/J DEFGRID3
* xyz 0 1
C -2.621 0.364 -0.811
C 1.944 0.424 0.901
N -3.441 -0.281 -1.371
N 1.243 -1.605 -0.027
N -2.026 0.830 0.126
N 0.949 -0.536 0.462
H 1.663 1.426 0.635
H 2.300 0.245 1.944
H 2.935 0.188 0.345
H -4.157 -0.339 -2.053
H 2.223 -1.612 -0.358
H -1.012 0.895 0.207
*
```

The calculation puts the energy above the lowest of the compared OMol25 structures with the same formula, charge and spin at 82.38 kcal per mole. For the highest occupied orbital energy, the calculation gives -9.236 eV.

# 4
DFT (ωB97M-V/def2-TZVPD) results for a cluster of 4 separate species, C44H89Cl2FN4O15P3 in total.

Geometry as ORCA input:
```
! wB97M-V def2-TZVPD RIJCOSX def2/J DEFGRID3
* xyz 1 1
C 3.694 -3.850 1.668
O 2.587 -4.509 1.100
C 1.376 -3.808 1.384
C 0.681 -4.503 2.563
C -0.155 -3.602 3.497
N 0.368 -2.238 3.640
C 1.384 -2.053 4.687
C 0.779 -1.563 6.024
C 0.863 -2.629 7.142
C -0.494 -3.190 7.477
O -0.820 -4.318 7.169
O -1.329 -2.368 8.136
C -0.031 -1.235 2.888
N 0.582 -0.025 3.114
C 0.201 1.116 2.249
C -0.286 0.611 0.906
C -0.465 1.715 -0.157
C 0.514 1.678 -1.317
C 1.984 1.589 -0.923
F 0.221 0.683 -2.238
C -1.517 -0.280 1.198
C -2.546 0.389 2.146
C -2.970 1.828 1.797
C -3.965 2.012 0.651
C -4.299 3.510 0.564
N -3.133 4.251 0.098
C -2.600 4.197 -1.158
C -1.515 5.013 -1.222
C -1.355 5.616 0.061
C -2.378 5.120 0.816
C -2.175 -0.860 -0.091
Cl -0.881 -1.821 -0.910
C -3.365 -1.825 0.210
C -3.320 -3.210 -0.420
Cl -4.879 -1.037 -0.357
N -0.993 -1.487 1.938
H 3.947 -2.937 1.115
H 3.511 -3.574 2.716
H 4.568 -4.498 1.649
H 1.654 -2.770 1.593
H 0.778 -3.830 0.475
H 1.424 -5.090 3.101
H -0.019 -5.220 2.132
H -0.097 -4.034 4.497
H -1.206 -3.628 3.229
H 2.217 -1.440 4.353
H 1.801 -3.043 4.866
H 1.213 -0.616 6.335
H -0.282 -1.402 5.826
H 1.337 -2.237 8.042
H 1.454 -3.494 6.848
H -2.095 -2.904 8.393
H 1.571 -0.181 2.937
H 1.119 1.682 2.082
H -0.471 1.808 2.749
H 0.501 -0.060 0.545
H -0.276 2.675 0.335
H -1.472 1.787 -0.557
H 0.385 2.630 -1.841
H 2.192 2.063 0.034
H 2.601 1.990 -1.722
H 2.237 0.527 -0.833
H -3.459 -0.201 2.250
H -2.113 0.432 3.151
H -3.498 2.207 2.680
H -2.119 2.493 1.666
H -4.893 1.474 0.833
H -3.553 1.760 -0.325
H -4.575 3.915 1.536
H -5.092 3.696 -0.160
H -2.966 3.604 -1.982
H -0.877 5.219 -2.065
H -0.610 6.327 0.369
H -2.537 5.393 1.848
H -2.463 -0.086 -0.792
H -3.490 -1.986 1.279
H -4.278 -3.680 -0.187
H -2.566 -3.839 0.051
H -3.238 -3.193 -1.503
H -1.794 -1.842 2.460
O -3.959 -2.467 -6.726
P -3.978 -0.988 -6.669
O -3.902 -0.724 -5.046
C -2.893 -1.408 -4.309
C -1.523 -0.776 -4.490
O -5.521 -0.623 -7.007
C -6.304 -1.437 -7.891
C -7.331 -2.220 -7.104
O -3.401 0.446 -7.060
C -4.001 1.654 -6.550
C -3.045 2.367 -5.620
H -2.863 -2.462 -4.594
H -3.193 -1.366 -3.258
H -1.234 -0.755 -5.544
H -0.768 -1.332 -3.933
H -1.517 0.253 -4.134
H -5.670 -2.104 -8.474
H -6.801 -0.760 -8.587
H -6.846 -2.864 -6.370
H -7.939 -2.839 -7.766
H -7.988 -1.542 -6.558
H -4.945 1.458 -6.049
H -4.212 2.277 -7.419
H -2.975 1.842 -4.667
H -3.403 3.379 -5.424
H -2.044 2.417 -6.047
O 4.594 -0.573 -6.568
P 3.537 -1.439 -7.114
O 3.539 -2.843 -6.311
C 3.581 -2.824 -4.883
C 2.230 -2.497 -4.271
O 4.130 -1.937 -8.542
C 5.111 -1.173 -9.251
C 6.458 -1.858 -9.179
O 2.030 -1.352 -7.582
C 1.399 -2.432 -8.305
C 0.325 -3.059 -7.450
H 4.338 -2.117 -4.538
H 3.901 -3.819 -4.572
H 1.861 -1.529 -4.618
H 2.304 -2.472 -3.182
H 1.486 -3.245 -4.546
H 5.170 -0.156 -8.865
H 4.776 -1.114 -10.288
H 6.779 -1.967 -8.143
H 7.213 -1.288 -9.722
H 6.398 -2.859 -9.607
H 2.113 -3.183 -8.631
H 0.965 -1.985 -9.199
H 0.768 -3.665 -6.660
H -0.310 -3.711 -8.051
H -0.295 -2.300 -6.974
O 3.095 1.574 6.787
P 3.182 3.005 7.134
O 3.197 3.176 8.730
C 4.085 2.368 9.518
C 5.513 2.874 9.472
O 1.673 3.560 6.818
C 0.844 2.878 5.890
C -0.264 2.144 6.619
O 3.937 4.297 6.647
C 3.535 5.617 7.088
C 4.614 6.233 7.948
H 4.036 1.328 9.191
H 3.707 2.405 10.539
H 5.890 2.904 8.446
H 6.163 2.229 10.063
H 5.581 3.885 9.871
H 1.427 2.192 5.275
H 0.411 3.633 5.226
H 0.150 1.423 7.324
H -0.914 1.617 5.915
H -0.868 2.846 7.195
H 2.588 5.596 7.620
H 3.391 6.206 6.183
H 4.636 5.766 8.932
H 4.418 7.296 8.085
H 5.597 6.104 7.496
*
```

For the highest occupied orbital energy, the calculation gives -10.545 eV.

# 5
DFT (ωB97M-V/def2-TZVPD) results for a cluster of 2 separate species, C5H10INO in total.

Geometry as ORCA input:
```
! wB97M-V def2-TZVPD RIJCOSX def2/J DEFGRID3
* xyz 0 1
C 1.030 0.767 0.118
C 1.110 2.062 0.070
C -0.673 -2.001 0.698
C -0.068 2.906 0.210
C 0.264 -2.592 -0.269
N -1.887 -0.885 -0.866
O -1.647 -1.317 0.335
I 2.929 -0.128 -0.538
H 0.254 0.054 0.362
H 2.013 2.564 -0.301
H -0.738 -2.315 1.661
H -0.591 2.998 -0.802
H 0.219 3.797 0.774
H -0.915 2.452 0.841
H 1.196 -2.730 0.239
H 0.456 -1.812 -1.097
H -0.182 -3.579 -0.606
H -2.769 -0.242 -0.830
*
```

The calculation puts the energy above the lowest of the compared OMol25 structures with the same formula, charge and spin at 110.72 kcal per mole. For the highest occupied orbital energy, the calculation gives -8.248 eV.

# 6
DFT (ωB97M-V/def2-TZVPD) results for the molecule C5H12O2.

Geometry as ORCA input:
```
! wB97M-V def2-TZVPD RIJCOSX def2/J DEFGRID3
* xyz 0 1
C -1.290 0.014 2.170
C -0.839 -0.738 0.924
C -0.203 0.227 -0.050
O 1.277 0.689 0.689
C 0.369 -0.375 -1.301
C 0.791 0.639 -2.365
O 1.418 -1.163 -0.852
H -0.474 0.623 2.573
H -2.112 0.698 1.930
H -1.630 -0.669 2.950
H -0.085 -1.505 1.125
H -1.701 -1.276 0.494
H -0.840 1.102 -0.274
H 1.425 0.379 1.609
H -0.552 -0.884 -1.673
H 1.596 1.273 -1.981
H 1.164 0.107 -3.246
H -0.049 1.275 -2.674
H 1.734 -0.414 -0.048
*
```

The calculation puts the energy above the lowest of the compared OMol25 structures with the same formula, charge and spin at 50.64 kcal per mole. For the highest occupied orbital energy, the calculation gives -9.454 eV.

# 7
DFT (ωB97M-V/def2-TZVPD) results for the molecule C4H4N2O2.

Geometry as ORCA input:
```
! wB97M-V def2-TZVPD RIJCOSX def2/J DEFGRID3
* xyz 0 1
C -0.746 0.848 -0.089
C 0.019 -1.390 0.046
C 0.408 -0.024 0.129
C 1.767 0.428 0.147
H -0.347 2.716 -0.216
H -2.189 -1.938 0.007
H 0.515 -2.378 0.034
H 2.098 1.361 0.605
N -1.090 2.046 -0.104
N -1.307 -1.370 -0.121
O -1.781 -0.110 -0.108
O 2.652 -0.187 -0.330
*
```

The calculation puts the energy above the lowest of the compared OMol25 structures with the same formula, charge and spin at 89.34 kcal per mole. For the highest occupied orbital energy, the calculation gives -8.532 eV.

# 8
DFT (ωB97M-V/def2-TZVPD) results for the molecule C5H11P.

Geometry as ORCA input:
```
! wB97M-V def2-TZVPD RIJCOSX def2/J DEFGRID3
* xyz 0 1
C 0.320 -1.463 0.018
C -1.130 -1.278 -0.029
C -2.694 0.908 -0.033
C 2.718 0.315 -0.029
C -1.453 0.027 -0.030
P 0.778 0.367 -0.035
H 0.608 -1.817 0.934
H 0.934 -1.908 -0.841
H -1.933 -2.004 -0.087
H -2.644 1.783 -0.692
H -3.488 0.249 -0.365
H -2.646 1.405 0.979
H 3.106 1.420 -0.037
H 3.163 -0.249 -0.711
H 3.079 0.078 0.897
H 0.693 1.006 1.119
H 0.591 1.162 -1.057
*
```

The calculation puts the energy above the lowest of the compared OMol25 structures with the same formula, charge and spin at 91.65 kcal per mole. For the highest occupied orbital energy, the calculation gives -6.936 eV.

Energy across the listed records, respectively: -162922.89283; -74116.43069; -8128.52046; -139373.47473; -16979.59802; -9472.93970; -11284.66562; -14647.34828 eV.